(1)
DFT (ωB97M-V/def2-TZVPD) results for a molecular structure, C18H45CrF4NO16P3S2 at a distorted geometry.

XYZ file:
```
90
C18H45CrF4NO16P3S2 | the Open Molecules 2025 dataset | ωB97M-V/def2-TZVPD
Cr 18.67104 18.66582 -18.98350
F 19.58514 17.40082 -17.67619
F 18.17454 20.22883 -20.14335
N 16.87813 17.90021 -19.07249
S 16.32231 16.21674 -19.10415
O 15.20711 15.91612 -19.94545
O 16.52254 15.49065 -17.89427
F 17.51188 15.70237 -20.09975
S 15.37531 18.37495 -19.06262
O 14.48515 18.01624 -17.97964
O 14.83164 18.80805 -20.31092
F 15.70468 19.86787 -18.50780
C 19.11988 23.49254 -16.75060
C 17.80239 22.88591 -17.11758
O 17.21037 21.99852 -16.06860
P 17.80085 20.43369 -15.98581
O 18.27941 19.82882 -17.29435
O 18.90670 20.60093 -14.76402
C 18.65200 20.63491 -13.41535
C 18.53753 22.02409 -12.76798
O 16.53193 19.56545 -15.28506
C 16.68332 18.19543 -14.91729
C 15.65812 17.79035 -13.77205
H 19.87007 22.73459 -16.97604
H 19.49352 24.37792 -17.26499
H 19.24046 23.63327 -15.67647
H 16.95775 23.57087 -17.19182
H 17.99943 22.28069 -18.00245
H 17.84810 19.95822 -13.12563
H 19.61324 20.25718 -13.06686
H 19.46477 22.47986 -12.42070
H 18.03928 22.74625 -13.41476
H 17.76932 22.06793 -11.99596
H 16.31512 17.83657 -15.87840
H 17.71788 17.99314 -14.64006
H 14.63447 18.16479 -13.77721
H 15.62259 16.71119 -13.92126
H 16.06778 18.05967 -12.79853
C 15.33237 17.22819 -23.58574
C 16.89306 16.95012 -23.61714
O 17.60841 17.72710 -22.57640
P 19.13272 17.37719 -22.10866
O 19.45158 17.65686 -20.61587
O 19.36466 15.80883 -22.41815
C 20.67613 15.24746 -22.50261
C 20.55868 13.88074 -23.06191
O 20.06278 18.12181 -23.25108
C 20.29959 19.48365 -23.23002
C 19.63188 20.22908 -24.42468
H 14.70414 16.56847 -24.18423
H 14.97385 16.99105 -22.58408
H 15.06291 18.25968 -23.81274
H 17.12461 15.88733 -23.54668
H 17.39063 17.19922 -24.55441
H 21.40299 15.79133 -23.10593
H 21.01988 15.18743 -21.46998
H 20.20431 13.39434 -22.15309
H 19.82389 13.94322 -23.86458
H 21.48591 13.51067 -23.49938
H 19.97406 20.06204 -22.36539
H 21.33408 19.73098 -22.99180
H 18.56904 20.05485 -24.59238
H 19.70946 21.27312 -24.12124
H 20.08839 19.81090 -25.32180
C 23.25208 22.37077 -16.08210
C 23.76177 21.16228 -16.88713
O 22.57553 20.40387 -17.18624
P 21.88871 20.36668 -18.73487
O 20.50459 19.78906 -18.81733
O 23.01684 19.67612 -19.59035
C 23.42535 18.34404 -19.28215
C 24.10583 17.58158 -20.39430
O 21.92201 21.94011 -19.15684
C 21.76296 22.20436 -20.55335
C 21.77092 23.70350 -20.81131
H 23.00845 23.22656 -16.71168
H 22.37116 22.23745 -15.45417
H 23.89698 22.53376 -15.21859
H 24.62031 21.51771 -17.45693
H 24.22855 20.51821 -16.14188
H 24.03137 18.28176 -18.37829
H 22.50038 17.79049 -19.12058
H 24.17193 16.50635 -20.22809
H 23.37065 17.75226 -21.18073
H 25.10575 17.78359 -20.77831
H 22.56068 21.89944 -21.23068
H 20.86483 21.71918 -20.93553
H 21.06584 24.12957 -20.09756
H 22.70350 24.21143 -20.56554
H 21.50616 23.93748 -21.84245
```

Results
HOMO-LUMO gap (spin up / spin down) = 9.26 / 10.49 eV
Spin multiplicity = 4
Expectation value of S² = 3.77

(2)
DFT (ωB97M-V/def2-TZVPD) results for a single C6H6O molecule at a distorted geometry.

XYZ file:
```
13
C6H6O | the Open Molecules 2025 dataset | ωB97M-V/def2-TZVPD
C 2.44841 -1.10299 0.36013
C 1.49927 -0.29111 0.79485
C 0.28849 0.15313 0.26373
C -0.46609 1.33449 0.18593
C -1.82908 1.01951 -0.29845
O -1.76292 -0.40706 -0.63073
C -0.59903 -0.81625 -0.26994
H 3.20218 -1.52066 1.02927
H -0.14775 2.33008 0.46002
H -2.63279 1.08762 0.44955
H -2.16851 1.51383 -1.21540
H -0.37886 -1.86634 -0.45115
H 2.54669 -1.43426 -0.67782
```

Results
HOMO-LUMO gap (spin up / spin down) = 6.16 / 7.76 eV
Spin multiplicity = 1

Here are the calculated electronic energy numbers, same order: -142478.880, -8361.688 (eV).
Here are the calculated M numbers, same order: 816.59, 94.11 (Da).
Here are the calculated relative energy (zero: lowest compared OMol25 entry of this formula, charge and spin) numbers, same order: 5.022, 4.818 (eV).